Entry 1:
{
  "formula": "C11H10BBr2F3N2OS",
  "method": "ωB97M-V with the def2-TZVPD basis set",
  "symbols": ["C", "B", "O", "C", "C", "C", "C", "C", "C", "F", "Br", "C", "F", "F", "Br", "C", "C", "N", "S", "N", "C", "H", "H", "H", "H", "H", "H", "H", "H", "H", "H"],
  "positions_angstrom": [[3.720099, -2.766662, 0.772265], [2.910542, -1.408815, 1.233692], [2.838975, -1.066193, 2.697521], [2.108537, -0.385278, 0.173834], [0.545034, -0.731080, -0.177969], [-0.441150, 0.172140, -1.160783], [-2.043736, -0.221109, -1.433889], [-2.796755, -0.827767, -0.110031], [-3.820823, 0.207795, 0.644071], [-5.205564, 0.211644, 0.039514], [-4.093888, -0.562581, 2.513406], [-3.227847, 1.720832, 0.879213], [-3.953457, 2.263361, 2.088331], [-1.782578, 1.773732, 1.225896], [-3.721402, 3.012760, -0.620588], [0.204983, 1.529639, -1.853077], [1.805004, 1.849394, -1.492847], [2.615473, 3.010199, -2.025747], [4.245591, 2.905970, -1.321158], [4.185147, 1.473358, -0.320509], [2.772691, 0.955595, -0.498029], [4.296334, -3.192769, 1.721481], [2.942791, -3.600909, 0.444794], [4.444216, -2.558475, -0.131196], [1.895393, -0.816912, 2.933256], [0.085598, -1.696092, 0.343147], [-1.994172, -1.113890, -2.224694], [-2.620979, 0.646715, -1.978568], [-2.047578, -1.307267, 0.684598], [-3.465137, -1.742655, -0.481100], [-0.401340, 2.265321, -2.564834]],
  "forces_ev_per_a": [[0.19, -0.22, 0.50], [-0.23, 0.59, 1.70], [-1.60, -1.10, -3.20], [-3.66, 1.10, -2.04], [2.48, 2.35, -0.54], [3.16, 3.13, -0.41], [1.50, -0.93, -0.57], [-0.73, -0.60, -0.49], [-0.19, -1.06, 0.22], [4.13, 0.47, 1.30], [0.13, 0.47, -1.52], [-0.43, 1.35, 2.52], [2.35, -1.25, -3.54], [-4.72, -0.50, -1.29], [0.86, -1.48, 1.61], [1.03, -3.42, 2.75], [2.28, 0.94, 0.07], [-0.37, -4.41, 3.14], [-4.06, -2.83, 0.46], [-5.86, 0.29, -2.53], [-0.44, 0.50, -0.54], [-1.06, 0.87, -2.19], [1.52, 1.77, 0.55], [-1.41, -0.54, 1.80], [1.79, 0.12, -0.53], [1.14, 2.27, -1.31], [-0.14, 1.92, 1.73], [1.26, -1.62, 1.38], [-1.68, 1.52, -1.78], [1.24, 2.15, 0.94], [1.51, -1.87, 1.80]],
  "e_tot_ev": -176335.00067,
  "total_charge": 0
}

Entry 2:
{
  "formula": "C11H10BrIrNO",
  "method": "ωB97M-V with the def2-TZVPD basis set",
  "symbols": ["C", "C", "C", "H", "C", "C", "H", "H", "H", "H", "Ir", "Br", "C", "C", "C", "H", "C", "C", "H", "H", "H", "H", "O", "C", "N"],
  "positions_angstrom": [[-1.436395, -1.716301, -1.121073], [-0.610388, -0.981630, -2.030083], [0.747380, -1.164749, -1.661009], [-0.943088, -0.421709, -2.898403], [0.797235, -1.988793, -0.491371], [-0.570345, -2.358587, -0.146999], [-0.862753, -3.026394, 0.662979], [-2.514279, -1.824072, -1.173495], [1.626406, -0.780816, -2.185220], [1.710865, -2.326453, 0.028855], [-0.419049, -0.275057, 0.054057], [-1.376294, 1.137210, 1.761477], [-3.074754, -0.545956, 2.822257], [-2.778971, -1.935468, 2.870818], [-3.450531, -2.562930, 1.799730], [-2.226914, -2.427278, 3.672782], [-4.101173, -1.551979, 1.023701], [-3.866707, -0.310986, 1.635094], [-4.273281, 0.647638, 1.323165], [-2.867237, 0.153665, 3.632073], [-3.547942, -3.634450, 1.641835], [-4.767101, -1.727588, 0.181913], [1.765212, 3.160542, 0.898899], [1.263479, 2.183019, 0.424888], [0.732843, 1.209322, 0.002652]],
  "forces_ev_per_a": [[-0.19, -1.14, -0.41], [0.36, -0.40, -1.02], [1.24, -1.99, -1.76], [-0.03, -0.07, 0.28], [0.43, -0.81, -0.38], [0.43, -0.82, -0.59], [0.05, 0.33, -0.32], [0.26, 0.15, 0.06], [-0.49, 0.05, 0.32], [-0.75, 0.29, -0.38], [-2.92, -0.23, 2.60], [-1.00, 1.77, 1.97], [0.16, -1.10, 0.59], [-0.43, -0.03, 0.02], [0.37, 0.45, 0.76], [-0.16, 0.14, -0.34], [-0.28, 1.38, 0.53], [-1.21, -1.29, -0.76], [0.21, -0.27, 0.08], [-0.27, -0.30, -0.40], [0.19, 0.20, -0.04], [0.32, 0.08, 0.06], [-0.03, -0.19, -0.29], [0.16, 0.13, 0.25], [3.59, 3.67, -0.82]],
  "multiplicity": 5,
  "de_lowest_kcal_mol": 0.0,
  "total_charge": -1
}

Entry 3:
{
  "formula": "C11H10Cl2F2",
  "method": "ωB97M-V with the def2-TZVPD basis set",
  "symbols": ["C", "C", "C", "C", "C", "C", "C", "C", "C", "C", "C", "F", "F", "Cl", "Cl", "H", "H", "H", "H", "H", "H", "H", "H", "H", "H"],
  "positions_angstrom": [[1.698811, 2.079548, 0.293812], [0.606963, 2.727578, -0.245056], [1.768890, 0.716094, 0.309668], [-0.464677, 2.076659, -0.749072], [0.599646, -0.019764, -0.059080], [-0.514482, 0.695193, -0.525410], [0.860823, -1.484625, -0.250790], [-1.839623, 0.037419, -0.557692], [-2.344434, 0.219870, 0.903107], [1.418814, -1.750145, -1.431902], [0.727089, -2.452566, 0.863008], [-2.641967, 0.667257, -1.386161], [-2.390277, 1.532772, 1.220935], [-1.941048, -1.744613, -0.916847], [-3.996232, -0.453674, 1.263142], [2.576577, 2.693679, 0.718232], [0.833720, 3.819130, -0.430698], [2.618597, 0.087704, 0.719752], [-1.368003, 2.604928, -1.238084], [-1.705706, -0.288078, 1.574335], [1.954969, -2.604954, -1.583241], [1.514453, -0.866841, -2.185552], [-0.256538, -2.501352, 1.352837], [1.384800, -2.256507, 1.750459], [0.898843, -3.534710, 0.590292]],
  "forces_ev_per_a": [[2.34, 0.77, 1.31], [1.79, 3.01, -0.95], [-0.73, -1.93, 0.91], [-2.35, 0.04, -0.47], [0.86, 1.07, -0.33], [1.16, -1.04, -0.07], [0.18, 0.29, -0.44], [-0.26, -1.04, 1.33], [-1.72, -0.34, -0.14], [-0.60, 3.84, -0.26], [0.19, -1.79, 1.63], [-1.39, 0.70, -1.23], [0.05, 0.23, -0.10], [-0.04, 0.84, -0.03], [0.62, 0.27, -0.46], [-1.50, -0.99, -0.90], [-1.04, -1.15, 0.33], [-0.88, 1.21, -0.71], [1.78, -0.90, 0.98], [0.83, -0.50, 0.62], [0.90, -2.44, -0.79], [-0.11, -1.93, 1.30], [-0.08, 0.43, -0.49], [-0.12, 0.15, -0.91], [0.11, 1.23, -0.13]],
  "de_lowest_kcal_mol": 9.8,
  "total_charge": 0
}

Entry 4:
{
  "formula": "C11H10ClCuN2O8",
  "method": "ωB97M-V with the def2-TZVPD basis set",
  "symbols": ["Cu", "O", "C", "O", "C", "C", "C", "C", "C", "N", "C", "O", "O", "H", "H", "H", "H", "N", "C", "C", "O", "O", "H", "H", "H", "H", "Cl", "C", "C", "O", "O", "H", "H"],
  "positions_angstrom": [[0.365403, 1.399489, 0.340045], [0.060522, -3.537668, 0.599118], [0.139386, -2.196240, 0.472061], [1.199823, -1.635676, 0.354507], [-1.199321, -1.540792, 0.461827], [-2.344707, -2.289871, 0.270605], [-3.559954, -1.623115, 0.203157], [-3.575676, -0.252876, 0.343695], [-2.371420, 0.419577, 0.529921], [-1.207975, -0.214988, 0.591855], [-2.375055, 1.949378, 0.624695], [-3.464532, 2.479366, 0.825554], [-1.248299, 2.513374, 0.452632], [0.968995, -3.863649, 0.557483], [-2.280214, -3.361637, 0.156888], [-4.477100, -2.174567, 0.036090], [-4.484383, 0.330997, 0.309127], [2.430553, 1.102392, 0.277296], [3.010182, 1.865652, 1.383356], [2.018905, 1.885768, 2.558941], [2.441233, 2.196596, 3.665500], [0.812289, 1.576492, 2.240715], [2.463170, 0.102291, 0.436963], [2.790650, 1.317160, -0.642473], [3.152065, 2.899756, 1.068044], [3.968899, 1.483331, 1.730340], [2.280767, 0.785613, -4.112585], [1.404496, -0.433150, -3.137180], [0.222126, 0.157121, -2.339985], [-0.831528, -0.472382, -2.379108], [0.519107, 1.186937, -1.646260], [2.119743, -0.846104, -2.427480], [1.051849, -1.208575, -3.805344]],
  "forces_ev_per_a": [[0.45, 0.15, -0.07], [-0.06, 0.00, 0.01], [0.10, 0.10, -0.11], [-0.05, -0.05, 0.05], [-0.05, 0.04, 0.07], [-0.02, -0.08, 0.00], [-0.03, 0.00, 0.01], [-0.07, -0.06, 0.04], [0.08, -0.02, 0.05], [-0.12, -0.02, -0.21], [0.03, 0.14, -0.07], [0.13, -0.01, -0.04], [-0.16, -0.19, 0.07], [0.08, -0.01, 0.00], [0.00, 0.02, 0.01], [0.02, 0.01, 0.00], [0.04, 0.01, 0.00], [-0.25, 0.05, 0.11], [-0.06, -0.04, -0.03], [-0.13, -0.02, 0.00], [-0.10, -0.08, -0.10], [0.07, 0.15, 0.21], [0.10, -0.03, -0.06], [0.00, 0.03, -0.01], [0.02, 0.01, -0.05], [0.06, -0.04, 0.01], [0.08, 0.01, 0.00], [-0.21, 0.12, 0.02], [0.17, -0.06, 0.30], [0.06, 0.05, 0.03], [-0.17, -0.16, -0.14], [0.00, -0.02, 0.00], [-0.01, -0.01, -0.09]],
  "multiplicity": 2,
  "e_tot_ev": -88096.84178,
  "total_charge": -1
}

Entry 5:
{
  "formula": "C11H10ClNOPm",
  "method": "ωB97M-V with the def2-TZVPD basis set",
  "symbols": ["C", "C", "C", "H", "C", "C", "H", "H", "H", "H", "Pm", "Cl", "C", "C", "C", "H", "C", "C", "H", "H", "H", "H", "O", "C", "N"],
  "positions_angstrom": [[-0.659597, 0.265135, 2.300028], [-0.162244, 1.537447, 1.839607], [1.269201, 1.373592, 1.546834], [-0.763433, 2.439837, 1.672377], [1.632575, -0.013410, 1.774077], [0.457138, -0.665100, 2.325276], [0.429793, -1.731575, 2.569136], [-1.699631, 0.023791, 2.552655], [1.901653, 2.121501, 1.039722], [2.596628, -0.497697, 1.564281], [0.093113, 0.157336, -0.309959], [-1.971022, -1.478568, -0.952727], [0.996911, 3.173851, -4.435253], [2.386468, 3.118122, -4.074335], [2.645288, 4.177586, -3.138191], [3.118042, 2.406925, -4.451461], [1.414672, 4.888729, -2.921299], [0.396189, 4.267908, -3.723505], [-0.643920, 4.579901, -3.787936], [0.491130, 2.512034, -5.134576], [3.605705, 4.408604, -2.681786], [1.280978, 5.751578, -2.271853], [-1.781250, -3.955532, 1.699596], [-1.209879, -2.925138, 1.397980], [-0.678605, -1.957836, 0.857222]],
  "forces_ev_per_a": [[1.62, 0.38, -0.03], [1.46, -0.81, 0.03], [-0.81, 0.36, -0.15], [0.41, -0.35, 0.21], [-1.76, 0.70, 0.73], [0.84, 1.42, -0.15], [0.13, 1.11, 0.32], [0.67, 0.12, -0.14], [-0.33, -0.27, 0.56], [-0.47, 0.38, 0.30], [-2.29, -3.54, 0.67], [-1.27, 2.28, -3.30], [0.44, 0.60, 0.89], [-0.76, 0.70, 0.61], [-1.17, -0.26, -0.44], [-0.11, 0.14, 0.02], [0.19, -1.08, -0.73], [1.17, -0.37, 0.21], [0.19, -0.05, -0.02], [0.09, 0.14, 0.08], [-0.17, -0.03, -0.10], [0.03, -0.15, -0.14], [0.58, 1.48, 0.23], [1.31, 1.23, -2.46], [0.00, -4.14, 2.79]],
  "multiplicity": 5,
  "de_lowest_kcal_mol": 141.5,
  "total_charge": -1
}

Entry 6:
{
  "formula": "C11H10EuF4N4O2",
  "method": "ωB97M-V with the def2-TZVPD basis set",
  "symbols": ["C", "N", "C", "C", "O", "C", "C", "C", "N", "C", "C", "N", "O", "C", "N", "C", "F", "F", "C", "F", "F", "H", "H", "H", "H", "H", "H", "H", "H", "H", "H", "Eu"],
  "positions_angstrom": [[2.381516, -1.021362, 0.438658], [2.749517, 0.377229, 0.662430], [3.470908, 0.926364, -0.502816], [1.649747, 1.189561, 1.017411], [1.513993, 1.659839, 2.117572], [0.540800, 1.473538, -0.013653], [-0.602852, 0.486350, 0.324501], [-1.206590, 0.974716, 1.568234], [-1.760792, 1.383399, 2.492389], [-1.738700, 0.363446, -0.753513], [-2.684349, 1.478712, -0.562973], [-3.447295, 2.308830, -0.354313], [-1.243033, 0.535358, -2.076184], [-0.449599, -0.441922, -2.435259], [0.210611, -1.324045, -2.769738], [-2.541894, -0.973762, -0.563574], [-3.404441, -0.715019, 0.468257], [-3.249462, -1.223106, -1.653109], [-1.693917, -2.245934, -0.173221], [-2.119292, -3.277942, -0.896606], [-1.908805, -2.502794, 1.148631], [1.811241, -1.159271, -0.494405], [3.286611, -1.614840, 0.337414], [1.811055, -1.414014, 1.282878], [3.107198, 0.524533, -1.453993], [4.521602, 0.664958, -0.401389], [3.416501, 2.013711, -0.496773], [0.916690, 1.333678, -1.024932], [0.205511, 2.502040, 0.102096], [-0.158160, -0.478344, 0.563067], [-0.624245, -2.136962, -0.354238], [-2.760060, 0.333040, 4.457151]],
  "forces_ev_per_a": [[-0.07, 0.04, -0.10], [-0.15, 0.17, -0.28], [0.18, -0.08, 0.23], [0.22, 0.26, 0.24], [-0.28, -0.33, 0.05], [0.39, -0.03, -0.15], [0.13, 0.59, 0.16], [-0.26, 0.01, 0.05], [0.13, -0.63, 0.25], [-0.35, 0.51, 0.25], [-0.24, 0.06, -0.29], [0.20, -0.06, 0.05], [0.31, -0.50, 0.22], [-0.08, -0.12, -0.43], [0.04, 0.16, 0.24], [0.02, -0.15, 0.12], [0.05, -0.08, 0.05], [0.05, 0.16, -0.02], [-0.12, -0.24, -0.59], [-0.14, 0.04, 0.22], [0.21, 0.15, 0.10], [-0.01, -0.03, -0.01], [0.05, -0.01, 0.08], [0.09, -0.01, 0.11], [-0.10, 0.09, -0.05], [0.03, -0.05, -0.04], [-0.02, 0.04, -0.06], [-0.21, -0.18, -0.08], [-0.03, 0.05, -0.08], [-0.06, -0.14, -0.14], [0.03, 0.02, 0.06], [0.00, 0.27, -0.16]],
  "multiplicity": 8,
  "e_tot_ev": -51802.77596,
  "total_charge": 2
}